A 10-piece molecular cluster, H20O10 overall in a non-equilibrium geometry, computed with ωB97M-V with the def2-TZVPD basis set.

Each atom is followed by the atoms it is bonded to, with distances in Å.
Element x y z (Å)
1 O 0.54070 1.10897 -0.52823  H2 0.920, H3 0.973
2 H 0.39462 0.45390 0.10088  O1 0.920
3 H 0.22475 0.68505 -1.34492  O1 0.973
4 O -2.03192 -2.12612 0.69194  H5 0.988, H6 0.946
5 H -1.66970 -3.02938 0.86066  O4 0.988
6 H -1.76771 -1.59006 1.42519  O4 0.946
7 O 1.22157 3.16936 0.90789  H8 0.914, H9 0.959
8 H 1.41000 3.14435 1.80228  O7 0.914
9 H 0.97996 2.24252 0.85546  O7 0.959
10 O 1.22996 0.46519 4.08425  H11 1.016, H12 0.950
11 H 1.68739 0.25004 3.20296  O10 1.016
12 H 1.92456 0.92284 4.54305  O10 0.950
13 O 2.83417 0.04987 -0.32500  H14 0.922, H15 0.980
14 H 2.05239 -0.03447 0.15584  O13 0.922
15 H 3.44079 -0.19878 0.40363  O13 0.980
16 O -2.90508 -0.08416 0.31928  H17 0.981, H18 0.921
17 H -3.23052 0.75046 -0.08176  O16 0.981
18 H -2.65922 -0.52053 -0.45321  O16 0.921
19 O 1.50056 -1.94124 -4.10800  H20 0.973, H21 0.902
20 H 1.15478 -1.12035 -3.71648  O19 0.973
21 H 2.22091 -1.75568 -4.61900  O19 0.902
22 O -1.17278 2.13945 2.19216  H23 0.971, H24 0.990
23 H -0.43633 2.54786 2.67602  O22 0.971
24 H -0.96908 2.03850 1.22813  O22 0.990
25 O -0.15974 -4.10257 -2.23374  H26 0.967, H27 0.916
26 H -0.01709 -5.05216 -2.12099  O25 0.967
27 H 0.48845 -3.55754 -1.88502  O25 0.916
28 O -2.43749 1.73631 -1.56936  H29 0.934, H30 0.906
29 H -2.04007 2.32100 -0.95913  O28 0.934
30 H -1.80882 1.08736 -1.50476  O28 0.906

Output
- HOMO-LUMO gap (eV) = 10.2705
- lowest unoccupied orbital energy (eV) = -0.618
- highest occupied orbital energy (eV) = -10.888
- total charge = 0

Here are the Mulliken charges for atoms 1 to 8, given in e:
1. O -0.6655
2. H 0.3069
3. H 0.1923
4. O -0.6022
5. H 0.2879
6. H 0.3041
7. O -0.5182
8. H 0.3222

A 10-piece molecular cluster, H20O10 overall in a non-equilibrium geometry, computed with ωB97M-V with the def2-TZVPD basis set.

Each atom is followed by the atoms it is bonded to, with distances in Å.
Element x y z (Å)
1 O -2.64282 -1.26845 -2.38602  H2 0.952, H3 0.954
2 H -3.42202 -1.43611 -1.86504  O1 0.952
3 H -2.80068 -0.79180 -3.19671  O1 0.954
4 O 3.00334 0.31274 3.17290  H5 0.956, H6 0.955
5 H 2.20449 0.57000 3.63004  O4 0.956
6 H 3.24593 1.04471 2.60944  O4 0.955
7 O 3.31503 1.82273 0.18643  H8 0.962, H9 0.961
8 H 3.93974 1.25617 -0.27729  O7 0.962
9 H 2.44731 1.49606 -0.06739  O7 0.961
10 O 1.37823 -1.80661 1.39145  H11 0.960, H12 0.968
11 H 1.78278 -1.98623 0.54008  O10 0.960
12 H 1.62587 -0.87242 1.45318  O10 0.968
13 O -1.61924 3.68767 -1.04636  H14 0.975, H15 0.973
14 H -1.32169 3.25942 -1.86971  O13 0.975
15 H -1.06479 3.04232 -0.57430  O13 0.973
16 O 0.17176 -1.59332 -3.33091  H17 0.959, H18 0.963
17 H -0.53293 -2.22385 -3.49262  O16 0.959
18 H 0.62312 -1.46179 -4.17078  O16 0.963
19 O -0.49844 -0.59691 3.32408  H20 0.961, H21 0.952
20 H -0.27286 -1.49973 3.08551  O19 0.961
21 H 0.24756 -0.09747 3.63940  O19 0.952
22 O -1.16908 0.67079 -0.49294  H23 0.963, H24 0.954
23 H -1.46281 -0.24582 -0.53052  O22 0.963
24 H -0.49116 0.75252 0.17311  O22 0.954
25 O 2.11818 -0.61170 -1.39940  H26 0.989, H27 0.979
26 H 1.36419 -0.43384 -2.01476  O25 0.989
27 H 1.54754 -1.38508 -1.21097  O25 0.979
28 O -4.05390 -0.48059 0.76034  H29 0.961, H30 0.964
29 H -3.33774 -0.49387 1.40120  O28 0.961
30 H -4.40592 0.41029 0.86722  O28 0.964

Output
- HOMO-LUMO gap (eV) = 11.1554
- lowest unoccupied orbital energy (eV) = 0.031
- highest occupied orbital energy (eV) = -11.125
- total charge = 0

Here are the Mulliken charges for atoms 1 to 8, given in e:
1. O -0.6018
2. H 0.2961
3. H 0.3038
4. O -0.6285
5. H 0.2873
6. H 0.3473
7. O -0.6277
8. H 0.3289

A 10-piece molecular cluster, H20O10 overall in a non-equilibrium geometry, computed with ωB97M-V with the def2-TZVPD basis set.

Each atom is followed by the atoms it is bonded to, with distances in Å.
Element x y z (Å)
1 O 0.14856 1.07614 -3.07403  H2 0.957, H3 0.957
2 H 0.42656 0.31740 -2.56093  O1 0.957
3 H -0.75141 1.23982 -2.79208  O1 0.957
4 O -0.95109 -2.49275 0.96980  H5 0.957, H6 0.957
5 H -1.10259 -2.18843 0.07500  O4 0.957
6 H 0.00081 -2.48033 1.06957  O4 0.957
7 O 3.66719 -1.89662 -0.73643  H8 0.957, H9 0.957
8 H 4.05480 -1.02335 -0.79472  O7 0.957
9 H 2.72590 -1.73724 -0.66713  O7 0.957
10 O -0.51080 0.36946 -0.12743  H11 0.957, H12 0.957
11 H 0.37695 0.05384 -0.29631  O10 0.957
12 H -0.66233 0.17603 0.79769  O10 0.957
13 O 1.21597 -1.38751 -2.24047  H14 0.957, H15 0.957
14 H 2.02895 -1.68201 -2.65104  O13 0.957
15 H 0.63382 -2.14572 -2.28985  O13 0.957
16 O 2.07338 -0.12011 0.69295  H17 0.957, H18 0.957
17 H 3.02557 -0.09792 0.59765  O16 0.957
18 H 1.92888 -0.24165 1.63134  O16 0.957
19 O 0.59928 3.00784 2.81048  H20 0.957, H21 0.957
20 H 0.21372 3.61954 2.18327  O19 0.957
21 H 0.15709 2.17663 2.63790  O19 0.957
22 O -2.47473 1.59473 -1.57493  H23 0.957, H24 0.957
23 H -2.61846 2.53507 -1.46847  O22 0.957
24 H -1.80127 1.38030 -0.92940  O22 0.957
25 O -0.38591 0.50239 2.62889  H26 0.957, H27 0.957
26 H -0.89769 0.28444 3.40788  O25 0.957
27 H 0.50033 0.20355 2.83264  O25 0.957
28 O -4.04847 -0.16884 0.25605  H29 0.957, H30 0.957
29 H -3.40366 0.19683 -0.34954  O28 0.957
30 H -4.16929 -1.07159 -0.03836  O28 0.957

Output
- HOMO-LUMO gap (spin up / spin down) (eV) = 10.2916 / 2.5590
- lowest unoccupied orbital energy (spin up / spin down) (eV) = -3.496 / -11.177
- highest occupied orbital energy (spin up / spin down) (eV) = -13.788 / -13.736
- multiplicity = 2
- total charge = +1

Here are the Mulliken charges for atoms 1 to 8, given in e:
1. O -0.1428
2. H 0.3618
3. H 0.4887
4. O -0.5972
5. H 0.2937
6. H 0.3020
7. O -0.6285
8. H 0.2983

A 11-piece molecular cluster, H21O11 overall in a non-equilibrium geometry, computed with ωB97M-V with the def2-TZVPD basis set.

Each atom is followed by the atoms it is bonded to, with distances in Å.
Element x y z (Å)
1 O 0.81551 1.88930 -1.14606  H2 0.954, H3 1.010
2 H 1.17448 2.02449 -2.01975  O1 0.954
3 H 0.16792 1.11376 -1.14829  O1 1.010
4 O -0.84012 -1.40095 3.33699  H5 0.956, H6 0.975
5 H -1.45142 -0.80962 2.89977  O4 0.956
6 H -0.09622 -1.40625 2.70712  O4 0.975
7 O 0.40847 0.06128 -3.87807  H8 0.973, H9 0.933
8 H -0.05012 -0.09279 -3.03390  O7 0.973
9 H -0.01221 -0.41286 -4.56235  O7 0.933
10 O -0.90072 -0.03600 -1.45479  H12 0.948
11 H -0.63344 -0.55751 -0.10808  O21 1.043
12 H -1.77161 0.28044 -1.65428  O10 0.948
13 O 0.16524 -2.96697 -1.73220  H14 0.960, H15 0.945
14 H -0.10553 -2.24825 -1.15566  O13 0.960
15 H -0.41522 -3.04835 -2.47409  O13 0.945
16 O 1.66012 -2.74620 0.54894  H17 0.966, H22 0.966
17 H 1.64980 -2.69771 -0.41593  O16 0.966
18 H 2.32527 -1.03993 0.17820  O19 0.994
19 O 2.98712 -0.60400 -0.42218  H18 0.994, H20 1.013
20 H 2.33333 -0.17339 -1.06462  O19 1.013
21 O -0.57236 -1.09004 0.78657  H11 1.043, H23 0.968
22 H 0.85265 -2.26082 0.76172  O16 0.966
23 H -1.51837 -1.29135 0.74909  O21 0.968
24 O 0.50076 1.35958 1.66849  H25 0.983, H26 0.971
25 H 0.49893 0.40495 1.43493  O24 0.983
26 H 0.64777 1.74477 0.78928  O24 0.971
27 O -0.86516 3.12964 2.70469  H28 0.992, H29 0.961
28 H -0.08972 2.51188 2.66570  O27 0.992
29 H -0.64904 4.05919 2.59429  O27 0.961
30 O -2.49651 2.19236 0.71931  H31 0.986, H32 1.039
31 H -1.81464 1.73748 0.17082  O30 0.986
32 H -1.90500 2.37388 1.55435  O30 1.039

Output
- HOMO-LUMO gap (eV) = 9.9987
- lowest unoccupied orbital energy (eV) = 2.946
- highest occupied orbital energy (eV) = -7.053
- total charge = -1

Here are the Mulliken charges for atoms 1 to 8, given in e:
1. O -0.7809
2. H 0.3019
3. H 0.2897
4. O -0.6717
5. H 0.2882
6. H 0.3490
7. O -0.6381
8. H 0.3885

A 11-piece molecular cluster, H22O11 overall in a non-equilibrium geometry, computed with ωB97M-V with the def2-TZVPD basis set.

Each atom is followed by the atoms it is bonded to, with distances in Å.
Element x y z (Å)
1 O -20.85996 12.12815 -8.17939  H2 0.957, H3 0.957
2 H -21.03285 11.61018 -8.96554  O1 0.957
3 H -21.12727 13.01684 -8.41393  O1 0.957
4 O -21.69113 12.15762 -12.19981  H5 0.957, H6 0.957
5 H -20.90776 12.62094 -11.90332  O4 0.957
6 H -21.84157 11.48874 -11.53183  O4 0.957
7 O -27.21750 16.89005 -10.25463  H8 0.957, H9 0.957
8 H -27.90761 17.02970 -9.60619  O7 0.957
9 H -26.85084 16.03376 -10.03427  O7 0.957
10 O -23.02280 14.03538 -13.74082  H11 0.957, H12 0.957
11 H -22.61824 13.32242 -13.24661  O10 0.957
12 H -23.30256 13.62991 -14.56154  O10 0.957
13 O -24.64183 11.79382 -11.52027  H14 0.957, H15 0.957
14 H -24.87986 11.03082 -10.99358  O13 0.957
15 H -23.98794 11.46507 -12.13716  O13 0.957
16 O -26.38515 13.93683 -10.77906  H17 0.957, H18 0.957
17 H -27.17353 13.90626 -11.32106  O16 0.957
18 H -26.11043 13.02303 -10.70329  O16 0.957
19 O -21.51361 14.71105 -8.46404  H20 0.957, H21 0.957
20 H -22.30114 14.48074 -8.95700  O19 0.957
21 H -21.81852 15.32899 -7.79965  O19 0.957
22 O -25.75580 15.04678 -13.14989  H23 0.957, H24 0.957
23 H -25.24429 14.31287 -13.49045  O22 0.957
24 H -25.59268 15.03583 -12.20676  O22 0.957
25 O -27.06258 14.80967 -8.26403  H26 0.957, H27 0.957
26 H -27.24990 14.15653 -7.58984  O25 0.957
27 H -27.01720 14.30811 -9.07804  O25 0.957
28 O -23.58615 13.88605 -9.87312  H29 0.957, H30 0.957
29 H -24.42166 14.34526 -9.78788  O28 0.957
30 H -23.64397 13.43716 -10.71655  O28 0.957
31 O -23.59213 12.14635 -7.68490  H32 0.957, H33 0.957
32 H -22.89545 12.39517 -7.07748  O31 0.957
33 H -23.13213 11.78638 -8.44322  O31 0.957

Output
- HOMO-LUMO gap (spin up / spin down) (eV) = 3.2533 / 10.3777
- lowest unoccupied orbital energy (spin up / spin down) (eV) = 2.798 / 2.716
- highest occupied orbital energy (spin up / spin down) (eV) = -0.455 / -7.662
- multiplicity = 2
- total charge = -1

Here are the Mulliken charges for atoms 1 to 8, given in e:
1. O -0.7341
2. H 0.3204
3. H 0.3275
4. O -0.0839
5. H 0.2141
6. H -0.0628
7. O -0.6888
8. H 0.3068

A 11-piece molecular cluster, H22O11 overall, computed with ωB97M-V with the def2-TZVPD basis set.

Each atom is followed by the atoms it is bonded to, with distances in Å.
Element x y z (Å)
1 O -0.33121 0.10512 -0.69779  H2 0.964, H3 0.964
2 H -1.00663 -0.57802 -0.77596  O1 0.964
3 H 0.10738 -0.09319 0.13726  O1 0.964
4 O -0.83632 -0.19284 2.88386  H5 0.964, H6 0.964
5 H 0.07392 -0.07811 2.58841  O4 0.964
6 H -1.30967 0.54071 2.47541  O4 0.964
7 O 2.14123 -0.98612 -1.85928  H8 0.964, H9 0.964
8 H 1.95278 -1.84246 -1.45906  O7 0.964
9 H 2.65227 -0.52070 -1.18756  O7 0.964
10 O 3.80473 -2.74078 -0.29943  H11 0.964, H12 0.964
11 H 3.28483 -2.24901 0.34622  O10 0.964
12 H 4.32513 -2.06363 -0.74624  O10 0.964
13 O -0.90651 -3.92856 -0.43717  H14 0.964, H15 0.964
14 H -0.70222 -3.05359 -0.08833  O13 0.964
15 H -1.61154 -4.25066 0.13570  O13 0.964
16 O 3.56145 0.40016 1.60459  H17 0.964, H18 0.964
17 H 2.94235 0.78889 2.23275  O16 0.964
18 H 3.81392 -0.43641 2.01129  O16 0.964
19 O -3.57994 -2.65428 1.77378  H20 0.964, H21 0.964
20 H -4.29145 -2.25265 2.28509  O19 0.964
21 H -2.89489 -1.97659 1.75267  O19 0.964
22 O 0.05968 4.28339 1.71869  H23 0.964, H24 0.964
23 H 0.04034 3.62220 2.41973  O22 0.964
24 H -0.86786 4.40795 1.48817  O22 0.964
25 O -5.53355 0.62782 -2.65802  H26 0.964, H27 0.964
26 H -4.85057 0.13650 -2.18777  O25 0.964
27 H -6.29730 0.58757 -2.07146  O25 0.964
28 O 3.80554 1.92600 -2.05973  H29 0.964, H30 0.964
29 H 3.29934 1.50536 -2.76387  O28 0.964
30 H 3.30400 2.72303 -1.85430  O28 0.964
31 O -2.03893 3.01148 -0.38217  H32 0.964, H33 0.964
32 H -1.61715 3.86732 -0.51866  O31 0.964
33 H -1.51632 2.40435 -0.91815  O31 0.964

Output
- HOMO-LUMO gap (eV) = 10.3411
- lowest unoccupied orbital energy (eV) = -0.704
- highest occupied orbital energy (eV) = -11.045
- total charge = 0

Here are the Mulliken charges for atoms 1 to 8, given in e:
1. O -0.5280
2. H 0.2924
3. H 0.2475
4. O -0.5936
5. H 0.2568
6. H 0.3348
7. O -0.5790
8. H 0.3186